Entry 1:
This record from the Open Molecules 2025 dataset describes the molecule C17H23NO6. The level of theory is ωB97M-V/def2-TZVPD.

```
47
Properties=species:S:1:pos:R:3:lowdin_charge:R:1
O -4.130 -1.987 1.358 0.120
O 1.337 2.562 1.085 -0.125
O 3.305 0.590 -0.256 -0.169
O -1.783 -1.005 -2.336 0.087
O -2.007 -1.827 0.643 -0.043
O 1.896 -1.865 0.294 -0.154
N -0.236 -0.084 -0.971 -0.027
C 1.275 -2.058 -0.965 -0.152
C 3.382 1.148 1.039 -0.180
C -3.257 -1.373 0.797 -0.434
C -2.778 1.826 -1.167 -0.020
C -4.674 2.055 0.287 -0.065
C 2.739 2.541 1.005 -0.183
C -1.728 -3.131 1.132 -0.027
C 3.300 -1.829 0.318 -0.189
C 0.845 -0.758 -1.663 -0.094
C -2.562 0.531 -0.711 -0.087
C -1.502 -0.287 -1.394 -0.438
C 3.950 -0.646 -0.430 -0.183
C 0.100 0.630 0.238 -0.097
C -4.479 0.765 0.738 0.000
C -3.820 2.587 -0.666 -0.061
C 0.636 2.050 -0.033 -0.164
C -3.424 -0.003 0.250 -0.069
H -2.129 2.229 -1.931 0.124
H 1.284 2.043 -0.915 0.122
H 0.377 -2.648 -0.766 0.119
H 3.081 3.048 0.092 0.133
H 0.477 -1.015 -2.659 0.131
H -3.971 3.593 -1.027 0.106
H -0.777 0.692 0.883 0.132
H 4.437 1.245 1.337 0.131
H -0.201 2.732 -0.216 0.119
H 3.552 -1.785 1.381 0.124
H -5.492 2.645 0.672 0.105
H 2.865 0.522 1.777 0.130
H 0.864 0.056 0.762 0.113
H -1.898 -3.864 0.341 0.105
H -2.379 -3.360 1.979 0.094
H 5.003 -0.583 -0.114 0.129
H -5.134 0.323 1.474 0.121
H 3.720 -2.756 -0.101 0.127
H 1.686 -0.068 -1.740 0.112
H 3.921 -0.825 -1.508 0.125
H -0.683 -3.134 1.436 0.091
H 1.935 -2.629 -1.629 0.130
H 3.075 3.106 1.878 0.128
```

The SMILES is COC(=O)c1ccccc1C(=O)N1CCOCCOCCOCC1. As for the relative energy (zero: lowest compared OMol25 entry of this formula, charge and spin): 24.16 kcal/mol. The calculation puts the maximum force at 0.7 eV/A. The orbital gap comes out at 0.348 hartree.

Entry 2:
This record from the Open Molecules 2025 dataset describes a cluster of 7 separate species, C41H71FNO15S in total at a distorted geometry. The level of theory is ωB97M-V/def2-TZVPD.

```
130
Properties=species:S:1:pos:R:3:lowdin_charge:R:1
S -2.925 0.441 1.306 0.757
F -2.743 -0.817 -1.898 -0.103
O 2.885 -4.108 -7.326 -0.066
O 1.371 -3.041 4.712 -0.042
O 4.905 -1.932 -1.478 0.052
O 1.770 -5.124 6.972 -0.060
O -3.036 0.236 2.816 -0.378
O 0.876 -0.817 5.098 -0.182
O -4.683 5.284 3.208 -0.071
O 3.861 2.467 -0.530 0.030
O -4.018 -0.431 0.700 -0.367
O -5.835 0.861 -3.883 -0.069
O -1.059 -1.973 2.480 0.102
O 4.446 -1.586 3.945 -0.116
O -5.428 3.780 0.223 -0.091
O 2.403 -0.890 -5.902 -0.082
O 1.111 -0.341 -2.028 0.027
N 3.803 0.192 -1.055 0.024
C -7.622 3.865 -0.758 -0.058
C 1.142 -1.020 1.756 0.041
C 7.692 -1.465 2.832 -0.043
C 6.038 1.756 -1.383 -0.023
C 1.606 -0.255 -6.899 -0.490
C 4.372 -0.602 5.011 -0.220
C 1.635 -3.943 9.061 -0.070
C -1.355 1.280 -1.514 -0.103
C -3.248 2.246 1.024 -0.159
C 1.611 1.248 -6.668 -0.062
C -8.059 0.087 -4.379 -0.070
C 4.273 -0.696 1.456 0.010
C 3.360 -0.328 0.254 -0.063
C -6.833 -0.081 -3.494 -0.498
C 3.668 -1.218 2.818 -0.082
C 2.098 -1.349 2.936 0.100
C -4.841 4.370 4.295 -0.503
C 1.867 -4.422 -5.170 -0.059
C -6.267 -1.488 -3.593 -0.056
C -6.205 4.416 -0.789 -0.482
C 0.195 -0.818 -6.852 -0.054
C 0.826 -0.192 -0.810 -0.209
C -2.651 0.593 -2.234 -0.138
C -1.232 -0.112 0.785 -0.096
C 4.129 -5.373 -5.701 -0.065
C 2.752 -5.030 -6.246 -0.498
C 2.472 -4.858 8.180 -0.509
C 5.858 -0.525 1.277 -0.158
C 1.427 -1.838 4.312 -0.549
C 4.656 0.918 4.533 -0.071
C 4.527 1.471 -0.961 -0.357
C 4.672 -0.430 -3.448 -0.002
C -0.445 -1.130 1.776 -0.220
C -6.190 5.920 -0.568 -0.062
C -3.475 4.014 4.860 -0.051
C -0.663 0.322 -0.444 -0.072
C 4.491 -0.815 -1.881 -0.367
C 3.820 -4.232 7.854 -0.066
C 6.698 -1.786 1.850 -0.126
C -5.734 4.995 5.355 -0.067
C 1.804 -0.516 0.416 0.055
H 3.649 1.368 4.239 0.088
H 8.272 -0.473 2.847 0.062
H 6.561 -2.859 1.483 0.116
H 1.731 -5.111 -4.333 0.083
H 2.301 -3.491 -4.790 0.069
H 4.405 -4.895 7.211 0.077
H 6.207 0.456 1.778 0.105
H 4.393 -4.030 8.764 0.070
H -3.617 1.170 -2.026 0.106
H -3.817 2.724 1.899 0.067
H -3.814 2.429 0.035 0.059
H -5.830 3.982 1.080 0.085
H -0.438 -0.361 -7.618 0.079
H -5.594 0.678 -4.801 0.086
H -2.510 0.615 -3.383 0.120
H 4.758 -5.799 -6.488 0.076
H -8.240 4.322 -1.536 0.079
H -6.766 6.439 -1.340 0.077
H -2.840 3.577 4.084 0.075
H -8.091 4.049 0.214 0.082
H 5.770 -0.334 -3.739 0.085
H -2.271 2.861 0.922 0.088
H 6.173 -0.434 0.169 0.087
H 2.625 -5.817 8.686 0.129
H -5.165 6.300 -0.581 0.080
H -1.605 2.333 -1.104 0.108
H 1.432 -2.994 8.555 0.086
H 2.633 1.637 -6.693 0.078
H 3.691 -3.293 7.306 0.076
H 6.614 2.039 -0.422 0.099
H -2.959 4.909 5.224 0.082
H -6.708 5.256 4.932 0.077
H -5.888 4.311 6.194 0.082
H -0.616 1.477 -2.383 0.112
H -5.319 3.470 3.896 0.137
H 1.630 -4.278 6.516 0.056
H 4.061 -6.092 -4.880 0.080
H 2.143 -3.732 10.007 0.070
H 3.412 -0.665 5.644 0.120
H 1.203 1.493 -5.682 0.080
H -5.295 5.923 5.736 0.080
H -7.807 -0.081 -5.431 0.079
H -4.261 6.084 3.550 0.089
H -7.616 2.782 -0.907 0.076
H 1.021 1.766 -7.428 0.079
H -8.449 1.107 -4.306 0.075
H 5.182 1.510 5.379 0.084
H -6.610 6.175 0.411 0.081
H -5.952 -1.711 -4.619 0.081
H -3.562 3.302 5.683 0.090
H -5.380 -1.590 -2.961 0.078
H 0.666 -4.400 9.278 0.075
H 4.071 -1.142 -4.119 0.074
H 0.885 -4.169 -5.578 0.076
H 0.208 -1.900 -7.008 0.074
H 6.589 0.882 -1.864 0.075
H -7.098 0.136 -2.455 0.138
H 4.640 -4.476 -5.337 0.080
H 2.279 -5.932 -6.644 0.136
H 5.389 0.855 3.661 0.053
H 2.010 -0.698 -5.038 0.079
H 6.042 2.714 -2.030 0.103
H 2.060 -0.479 -7.869 0.139
H 5.232 -0.862 5.744 0.124
H 7.968 -2.217 3.651 0.059
H 3.302 -3.305 -6.983 0.076
H -8.850 -0.611 -4.093 0.079
H -7.004 -2.233 -3.285 0.082
H -0.262 -0.645 -5.873 0.082
H -5.741 4.181 -1.751 0.141
H 4.193 0.614 -3.608 0.093
```

Its net charge is -1. As for the relative energy (zero: lowest compared OMol25 entry of this formula, charge and spin): 0.00 kcal/mol. The calculation puts the maximum force at 7.2 eV/A. The orbital gap comes out at 0.213 hartree.

Entry 3:
This record from the Open Molecules 2025 dataset describes a structure of composition C36H64AsBN6SSi2W at a distorted geometry. The level of theory is ωB97M-V/def2-TZVPD.

```
112
Properties=species:S:1:pos:R:3:lowdin_charge:R:1
W -1.032 0.463 0.474 1.329
As 0.182 2.500 0.499 0.888
S 2.241 -1.073 2.490 0.663
Si -0.879 4.244 -0.809 0.320
Si 1.545 3.852 1.957 0.291
N 4.199 -2.780 2.014 0.051
N -1.820 0.466 -1.104 -0.128
N -0.883 -5.056 -2.962 0.068
N 0.519 -0.687 -0.192 -0.066
N 4.760 -0.572 1.769 0.133
N -1.312 -2.798 -1.192 -0.046
C 7.726 -4.551 0.568 -0.076
C 3.829 -1.484 2.053 -0.854
C -4.002 -0.334 -3.985 -0.042
C -2.339 1.276 2.327 -0.344
C 2.544 4.724 0.667 -0.208
C -0.094 1.307 -3.260 -0.036
C -1.291 0.449 2.839 -0.360
C -4.681 0.903 1.385 -0.011
C -1.551 -0.881 2.427 -0.310
C -1.075 5.813 0.164 -0.216
C 5.408 -3.343 1.516 -0.244
C -1.039 -3.655 -3.508 -0.081
C 7.112 -5.023 1.720 -0.069
C -1.467 0.723 -3.469 -0.213
C 0.070 4.616 -2.369 -0.212
C -2.800 -0.882 1.717 -0.260
C -2.587 2.694 2.727 -0.026
C 1.521 -0.626 -0.776 -0.236
C 5.996 -2.885 0.341 -0.042
C -4.564 -0.490 -1.564 -0.036
C -2.320 0.361 -2.404 -0.266
C -3.604 -0.151 -2.668 -0.211
C -1.657 -5.222 -1.678 -0.088
C -3.154 -0.022 -5.037 -0.052
C -0.953 -2.110 3.038 -0.042
C -0.309 0.909 3.867 -0.036
C -3.294 0.438 1.691 -0.266
C -2.637 3.694 -1.183 -0.202
C -3.575 -2.127 1.421 -0.009
C 7.163 -3.483 -0.119 -0.066
C -1.213 -4.157 -0.680 -0.189
C 2.610 2.733 2.967 -0.215
C 0.657 4.986 3.114 -0.189
C 5.959 -4.420 2.197 -0.024
C -1.902 0.506 -4.770 -0.037
C -0.575 -2.672 -2.446 -0.190
B 2.831 -0.347 -1.564 -0.396
H -3.286 3.184 2.051 0.086
H -1.239 0.770 -5.587 0.125
H 0.219 5.853 2.622 0.022
H 3.546 -3.405 2.458 0.122
H 0.109 -5.229 -2.783 0.186
H -2.093 -3.513 -3.741 0.137
H -3.478 -0.169 -6.059 0.115
H -5.034 -1.461 -1.732 0.095
H -1.190 -5.743 -3.651 0.186
H 0.684 0.603 -3.563 0.085
H -5.365 0.250 -1.517 0.102
H -0.520 4.340 -3.245 0.030
H -2.281 -2.528 -1.336 0.092
H -4.059 -0.501 -0.607 0.015
H -2.711 -5.107 -1.928 0.139
H 4.484 0.392 1.728 0.087
H 7.620 -3.116 -1.029 0.110
H -1.817 -4.267 0.220 0.116
H 0.565 0.269 3.931 0.010
H -0.133 4.481 3.675 0.026
H -5.339 0.069 1.155 0.082
H -1.699 -2.556 3.700 0.103
H 2.717 -0.744 -2.704 0.022
H -5.075 1.413 2.266 0.105
H -4.722 1.605 0.552 0.086
H 0.031 1.923 3.662 0.036
H -2.799 3.620 -2.262 0.041
H 3.004 1.905 2.376 -0.010
H 0.030 2.199 -3.874 0.082
H -0.131 6.317 0.381 0.029
H 2.078 2.305 3.816 0.025
H -0.662 -2.852 2.293 0.075
H -1.669 3.277 2.749 0.033
H -0.168 -4.328 -0.400 0.135
H 0.487 -2.828 -2.231 0.127
H 2.800 0.885 -1.496 0.044
H 3.795 -0.793 -0.988 0.005
H -3.334 4.437 -0.789 0.041
H 8.634 -5.013 0.203 0.110
H -0.689 -1.665 -2.840 0.107
H 3.208 4.010 0.171 0.046
H -0.797 0.915 4.846 0.114
H 1.023 4.086 -2.423 0.031
H 3.453 3.314 3.356 0.056
H -4.999 -0.709 -4.184 0.122
H -1.495 -6.228 -1.294 0.139
H 1.909 5.162 -0.108 0.005
H 3.146 5.521 1.109 0.056
H -0.073 -1.878 3.627 0.029
H -4.601 -2.015 1.773 0.102
H -3.631 -2.369 0.359 0.057
H 1.399 5.343 3.835 0.056
H 5.533 -2.088 -0.231 0.092
H -2.885 2.727 -0.752 -0.024
H -1.606 5.658 1.106 0.033
H 5.724 -0.819 1.621 0.111
H 0.094 1.567 -2.225 0.003
H 5.494 -4.781 3.108 0.117
H 0.278 5.687 -2.427 0.045
H -1.676 6.484 -0.458 0.055
H -0.455 -3.567 -4.422 0.142
H 7.536 -5.863 2.254 0.112
H -3.019 2.715 3.732 0.112
H -3.138 -2.977 1.941 0.078
```

Its net charge is +2. The calculation puts the maximum force at 2.6 eV/A. The orbital gap (spin up / spin down) comes out at 0.217 / 0.216 hartree.

Entry 4:
This record from the Open Molecules 2025 dataset describes a cluster of 4 separate species, C12H12F4O12 in total at a distorted geometry. The level of theory is ωB97M-V/def2-TZVPD.

```
40
Properties=species:S:1:pos:R:3:lowdin_charge:R:1
F 0.617 -1.421 1.471 0.139
F -1.400 1.090 3.527 0.128
F -2.283 -1.658 -1.689 0.055
F 1.997 3.980 1.566 0.078
O 1.552 -0.188 -0.019 0.164
O 2.232 0.739 -2.032 0.120
O -1.960 2.747 0.911 0.125
O 0.168 2.678 1.575 0.077
O -0.247 3.358 -0.533 0.092
O 0.833 -3.402 -4.438 0.208
O 0.492 0.910 2.461 -0.013
O -0.393 -2.469 -2.757 0.073
O 2.766 1.334 2.604 0.115
O -1.442 -3.513 -4.377 0.069
O 0.281 -0.283 -1.776 0.115
O 1.586 -0.267 3.898 0.105
C -1.635 -1.846 -2.846 -0.296
C -0.200 -3.089 -3.932 -0.491
C 1.474 0.022 -1.364 -0.502
C -0.469 0.215 3.152 -0.371
C -0.777 2.925 0.641 -0.507
C 0.346 -0.539 0.528 -0.360
C -0.377 -0.981 -0.695 -0.024
C 1.724 0.699 2.940 -0.396
C -2.397 -3.022 -3.511 -0.082
C 1.495 2.861 0.978 -0.242
C 0.248 -0.472 4.253 -0.057
C 1.140 3.168 -0.476 -0.057
H 1.411 2.406 -1.206 0.106
H -1.586 -1.016 -3.550 0.196
H -1.467 -0.992 -0.669 0.124
H -0.227 -2.027 -0.965 0.139
H -2.811 -3.823 -2.898 0.147
H -0.943 -0.510 2.491 0.165
H -0.198 -1.457 4.392 0.152
H -0.108 0.082 5.122 0.149
H -0.113 0.330 0.999 0.142
H 2.208 2.045 1.099 0.126
H 1.690 4.071 -0.740 0.147
H -3.224 -2.684 -4.135 0.141
```

The SMILES is O=C1OC[C@@H](F)O1.O=C1OC[C@@H](F)O1.O=C1OC[C@@H](F)O1.O=C1OC[C@@H](F)O1. As for the relative energy (zero: lowest compared OMol25 entry of this formula, charge and spin): 151.08 kcal/mol. The calculation puts the maximum force at 6.2 eV/A. The orbital gap comes out at 0.412 hartree.

Entry 5:
This record from the Open Molecules 2025 dataset describes a cluster of 2 separate species, C14H16N6 in total at a distorted geometry. The level of theory is ωB97M-V/def2-TZVPD.

```
36
Properties=species:S:1:pos:R:3:lowdin_charge:R:1
N -2.391 -1.052 -4.054 0.081
N -1.524 2.187 -2.533 0.050
N -2.031 0.940 -5.233 0.135
N -2.201 -1.147 -1.627 0.064
N -1.595 0.992 -0.563 0.028
N -1.960 -0.098 2.267 -0.135
C 3.127 -0.355 2.721 -0.061
C 1.321 1.268 2.695 -0.014
C 0.440 0.296 2.150 -0.184
C 2.260 -1.326 2.194 -0.062
C -1.832 -1.282 3.117 -0.014
C -1.412 2.206 -1.165 -0.240
C -0.944 0.633 1.883 -0.006
C -3.327 0.323 1.942 -0.006
C -2.070 0.245 -4.083 -0.370
C -2.441 -1.683 -2.858 -0.231
C 0.935 -1.009 1.905 -0.023
C 2.644 0.939 2.973 -0.072
C -1.770 0.897 -2.847 -0.220
C -1.843 0.120 -1.599 -0.358
H -3.995 -0.459 2.304 0.088
H 0.924 2.260 2.933 0.120
H -2.792 -1.390 3.626 0.091
H 3.318 1.688 3.397 0.110
H 4.168 -0.608 2.934 0.110
H -2.705 -2.743 -2.895 0.085
H -2.250 0.459 -6.092 0.096
H -1.207 3.118 -0.610 0.085
H -1.652 -2.189 2.523 0.103
H 2.623 -2.339 2.012 0.111
H -1.802 1.925 -5.228 0.096
H -1.182 1.624 1.486 0.125
H -3.428 0.446 0.860 0.084
H -3.561 1.274 2.440 0.107
H 0.262 -1.766 1.494 0.119
H -1.035 -1.174 3.863 0.107
```

As for the relative energy (zero: lowest compared OMol25 entry of this formula, charge and spin): 31.70 kcal/mol. The calculation puts the maximum force at 3.8 eV/A. The orbital gap comes out at 0.201 hartree.

Entry 6:
This record from the Open Molecules 2025 dataset describes a cluster of 2 separate species, C3H7BCl2O2 in total at a distorted geometry. The level of theory is ωB97M-V/def2-TZVPD.

```
15
Properties=species:S:1:pos:R:3:lowdin_charge:R:1
Cl 1.838 2.703 -0.928 0.553
Cl 1.890 -0.986 0.633 0.558
O -0.990 -2.496 -1.399 0.171
O -2.234 -1.481 0.455 0.164
C 0.162 1.015 0.494 -0.408
C 1.315 1.942 0.604 -0.627
C 0.563 -0.169 -0.230 -0.593
B -1.188 -1.808 -0.317 -0.524
H -0.547 1.654 0.047 0.099
H -1.644 -3.217 -1.806 0.194
H 0.931 -0.027 -1.286 0.064
H -0.212 0.606 1.463 0.133
H 0.926 2.765 1.046 0.017
H -3.023 -1.989 0.124 0.134
H 2.214 1.490 1.099 0.065
```

As for the relative energy (zero: lowest compared OMol25 entry of this formula, charge and spin): 71.63 kcal/mol. The calculation puts the maximum force at 5.2 eV/A. The orbital gap comes out at 0.285 hartree.